(1)
{"formula": "C5H11NO", "method": "ωB97M-V/def2-TZVPD", "relative_energy_kj_mol": 42.2, "molar_mass_g_mol": 101.1, "lumo_energy_ev": 0.9, "smiles": "CCCNC(C)=O", "charge": 0, "max_force_ha_per_bohr": 0.0232, "spin_multiplicity": 1, "e_homo_ev": -9.46, "species": ["C", "C", "C", "N", "C", "C", "O", "H", "H", "H", "H", "H", "H", "H", "H", "H", "H", "H"], "xyz": [[-2.265775, 0.392156, 2.139393], [-0.883867, -0.183366, 1.832626], [-0.356168, 0.621933, 0.628133], [0.896930, 0.146831, 0.086473], [1.087575, -0.272380, -1.194151], [0.026612, -0.047704, -2.253841], [2.124374, -0.841584, -1.503566], [-3.038660, -0.176927, 1.626803], [-2.480639, 0.399037, 3.206196], [-2.315834, 1.415905, 1.852923], [-0.276909, -0.019261, 2.718667], [-0.916758, -1.231062, 1.565766], [-1.159751, 0.523798, -0.094886], [-0.303272, 1.665566, 0.936137], [1.663562, 0.021642, 0.727599], [0.596325, 0.050858, -3.174814], [-0.601878, 0.804542, -2.034955], [-0.529756, -0.965211, -2.399698]], "forces_ev_per_a": [[-0.1, -1.0, 0.6], [0.0, 1.1, -0.2], [-0.2, -0.6, 0.7], [-0.9, 0.3, -0.2], [0.8, -0.6, 0.0], [0.7, -0.1, 0.2], [0.0, 0.2, 0.0], [-0.2, 0.2, 0.0], [-0.1, -0.3, 0.1], [-0.1, 0.9, -0.5], [0.5, -0.3, 0.0], [0.0, -0.3, 0.2], [0.2, 0.2, -0.4], [0.1, 0.2, -0.1], [0.1, -0.2, -0.2], [-0.1, 0.4, 0.0], [-0.2, 0.0, -0.3], [-0.4, -0.1, 0.3]]}

(2)
{"formula": "C5H11NO", "method": "ωB97M-V/def2-TZVPD", "relative_energy_kj_mol": 473.1, "molar_mass_g_mol": 101.1, "lumo_energy_ev": 0.3, "charge": 0, "max_force_ha_per_bohr": 0.0637, "spin_multiplicity": 1, "e_homo_ev": -8.14, "species": ["N", "C", "C", "C", "C", "C", "H", "H", "H", "H", "H", "H", "H", "H", "H", "H", "H", "O"], "xyz": [[-0.989872, 1.221882, -0.998914], [-0.182210, 0.019326, -1.103188], [1.205295, 0.034718, -1.255017], [1.373116, 0.579212, 0.096837], [1.397464, -0.133236, 1.266097], [-0.924523, -1.307839, -0.889781], [-0.874758, 1.642274, -0.090213], [-0.755249, 1.862420, -1.741064], [1.841121, -0.776928, -1.607513], [1.561354, 1.650691, 0.163774], [2.097766, 0.058986, 2.070394], [1.129958, -1.171440, 1.077490], [-0.166945, -2.084884, -0.948639], [-1.662173, -1.386044, -1.695894], [-1.435358, -1.338896, 0.068523], [-1.896941, 0.569758, 1.487780], [-0.394521, 0.263749, 1.889964], [-1.323525, 0.296252, 2.209365]], "forces_ev_per_a": [[0.4, -1.1, 0.3], [0.1, -1.3, -0.5], [-1.8, -0.2, 0.5], [1.8, 2.3, 1.4], [1.0, -1.1, -2.5], [0.4, 1.1, -1.5], [-0.3, 0.4, 0.0], [0.3, 0.2, 0.2], [-0.7, -0.4, 0.4], [0.1, 0.1, 0.2], [-0.7, 0.6, 0.4], [0.2, -0.3, 0.5], [-0.3, -0.3, 0.0], [-0.1, -0.3, 0.2], [0.0, 0.2, 0.1], [0.2, 0.0, -0.1], [-0.7, 0.1, 0.0], [0.1, 0.0, 0.3]]}

(3)
{"formula": "C5H11NO", "method": "ωB97M-V/def2-TZVPD", "relative_energy_kj_mol": 1109.1, "molar_mass_g_mol": 101.1, "lumo_energy_ev": -2.7, "charge": 0, "max_force_ha_per_bohr": 0.0580, "spin_multiplicity": 1, "e_homo_ev": -7.72, "species": ["C", "O", "C", "C", "C", "C", "N", "H", "H", "H", "H", "H", "H", "H", "H", "H", "H", "H"], "xyz": [[2.263695, 0.465712, 1.523494], [-1.814637, 1.642772, -0.174674], [0.903600, 0.423905, 1.753140], [-0.011914, -0.203443, 0.914969], [0.380609, -1.059875, -0.178683], [0.062836, -0.258801, -1.631714], [-0.210633, -1.608096, -1.763096], [2.670731, 0.095122, 0.591153], [2.784399, 1.264240, 2.044425], [-2.064041, 2.588185, -0.130209], [0.522043, 1.140438, 2.477083], [-2.999378, -1.199481, -1.004903], [-1.051489, 0.068367, 1.121422], [-2.984249, -0.645537, -1.494206], [-0.365956, -1.942086, -0.525292], [1.414362, -1.381432, -0.250938], [-0.540904, 0.564246, -1.256788], [1.040927, 0.045764, -2.015183]], "forces_ev_per_a": [[-2.2, 1.3, -0.4], [0.4, -0.1, 0.3], [2.8, 0.9, 0.4], [-2.1, -0.5, -1.4], [1.9, 0.6, -1.0], [1.4, -0.3, 1.5], [-0.7, 0.6, 1.0], [0.3, -0.4, 0.4], [0.4, -0.6, 0.2], [0.5, -0.7, 0.1], [-0.2, -0.5, 0.1], [-0.1, -0.1, 0.0], [0.0, -0.2, -0.6], [0.0, 0.1, 0.0], [-0.9, -0.6, 0.1], [-0.2, 0.1, 0.5], [-1.3, 0.2, -0.8], [0.0, 0.1, -0.4]]}

(4)
{"formula": "C5H11NO", "method": "ωB97M-V/def2-TZVPD", "relative_energy_kj_mol": 321.6, "molar_mass_g_mol": 101.1, "lumo_energy_ev": 1.0, "smiles": "C/C=C(/NC)OC", "charge": 0, "max_force_ha_per_bohr": 0.0331, "spin_multiplicity": 1, "e_homo_ev": -6.86, "species": ["C", "C", "C", "N", "C", "O", "C", "H", "H", "H", "H", "H", "H", "H", "H", "H", "H", "H"], "xyz": [[0.108825, -0.036845, -2.222106], [-0.303670, 0.702591, -0.973072], [-0.248781, 0.058822, 0.221627], [-1.332269, -0.103218, 1.041048], [-1.385246, -0.693173, 2.356123], [0.956447, -0.439590, 0.577414], [2.033552, 0.415642, -0.139711], [0.774616, 0.511091, -2.900288], [0.593914, -0.996303, -1.995389], [-0.801784, -0.279203, -2.788372], [-1.013022, 1.502304, -1.078579], [-2.211346, 0.080193, 0.578750], [-1.627295, -1.766547, 2.328289], [-2.147483, -0.191289, 2.963218], [-0.410081, -0.571664, 2.825135], [2.876736, -0.204365, 0.105597], [2.059471, 1.401862, 0.338477], [2.077416, 0.609692, -1.238159]], "forces_ev_per_a": [[0.1, 0.1, -0.2], [-1.1, 0.0, -0.3], [-0.2, 0.6, -0.6], [0.3, 0.2, -0.1], [0.2, 0.0, 0.2], [0.8, 0.8, -1.3], [0.1, -0.8, 1.0], [0.0, 0.0, 0.0], [-0.1, 0.3, 0.0], [0.2, 0.0, 0.0], [-0.7, -0.1, -0.2], [0.3, -0.2, 0.1], [0.1, 0.2, -0.1], [0.2, 0.0, -0.1], [-0.1, 0.0, 0.1], [0.7, 0.1, 0.3], [-0.1, -0.5, 0.1], [-0.8, -0.8, 1.0]]}

(5)
{"formula": "C5H11NO", "method": "ωB97M-V/def2-TZVPD", "relative_energy_kj_mol": 530.8, "molar_mass_g_mol": 101.1, "lumo_energy_ev": [0.8, 0.8], "charge": 0, "max_force_ha_per_bohr": 0.0761, "spin_multiplicity": 1, "e_homo_ev": [-8.64, -8.64], "species": ["C", "C", "C", "C", "C", "N", "O", "H", "H", "H", "H", "H", "H", "H", "H", "H", "H", "H"], "xyz": [[0.960286, 1.536042, -0.992285], [0.113471, 0.725662, -0.406197], [-1.793514, -0.832340, -0.201490], [0.545967, -1.575578, 0.297967], [-0.374261, -0.640615, -0.599384], [0.742310, 2.077265, 1.864773], [0.145125, 0.943672, 1.444460], [1.452756, 2.380441, -0.508939], [1.317651, 1.435653, -2.120657], [-1.826676, -0.447630, 0.725705], [-1.931034, -1.931770, -0.291699], [-2.326259, -0.254880, -0.920077], [1.598138, -1.273116, 0.059962], [0.328990, -2.671005, 0.260223], [0.379005, -1.188356, 1.284580], [-0.324620, -0.908295, -1.639889], [1.731381, 2.095693, 1.800878], [0.359705, 2.928033, 1.363208]], "forces_ev_per_a": [[0.7, 0.1, -2.6], [2.1, 0.5, 3.3], [0.8, -1.9, -2.8], [0.4, 1.0, -1.1], [1.2, -1.3, 0.6], [-1.8, 2.1, -0.3], [-0.5, -0.3, -3.5], [-0.3, -0.2, 0.3], [-1.2, 0.0, 2.4], [-1.1, 1.0, 3.5], [-0.7, 0.9, 0.3], [-1.3, 0.2, -0.2], [-0.7, -0.9, 0.1], [0.2, 1.0, -0.3], [0.0, -0.3, 0.6], [0.6, 0.0, -0.7], [1.2, -0.5, -0.4], [0.5, -1.3, 0.9]]}

(6)
{"formula": "C5H11NO", "method": "ωB97M-V/def2-TZVPD", "relative_energy_kj_mol": 44.8, "molar_mass_g_mol": 101.1, "lumo_energy_ev": 0.9, "smiles": "CNC(=O)C(C)C", "charge": 0, "max_force_ha_per_bohr": 0.0247, "spin_multiplicity": 1, "e_homo_ev": -9.56, "species": ["C", "N", "C", "O", "C", "C", "C", "H", "H", "H", "H", "H", "H", "H", "H", "H", "H", "H"], "xyz": [[0.221210, 2.257980, -0.648263], [-0.594372, 1.696335, 0.437647], [-0.831678, 0.349834, 0.614728], [-1.893570, -0.037133, 1.055086], [0.305709, -0.596100, 0.283870], [0.291097, -1.805225, 1.230898], [0.141740, -1.071822, -1.170415], [-0.334231, 2.285399, -1.582737], [1.076131, 1.612167, -0.844476], [0.518873, 3.256357, -0.366666], [-1.443869, 2.216027, 0.615207], [1.285081, -0.149006, 0.407596], [-0.687876, -1.938193, 1.707273], [0.612729, -2.737640, 0.778262], [0.966635, -1.698786, 2.093227], [0.826247, -1.893981, -1.380882], [0.406467, -0.287859, -1.884918], [-0.866323, -1.458354, -1.345438]], "forces_ev_per_a": [[-0.3, -0.8, 0.3], [-0.1, 0.0, -0.4], [0.4, 0.5, 0.1], [-0.1, -0.1, 0.1], [0.1, -1.3, -0.1], [-0.2, -0.1, 1.3], [0.3, 0.0, -0.1], [-0.2, 0.2, -0.1], [0.2, 0.3, 0.3], [0.3, 0.2, 0.0], [0.0, 0.0, 0.0], [0.0, 0.5, -0.2], [0.1, -0.1, -0.5], [-0.2, 0.0, -0.4], [0.0, 0.4, -0.3], [0.1, 0.0, 0.1], [-0.4, 0.0, 0.0], [0.0, 0.3, 0.0]]}

(7)
{"formula": "C5H11NO", "method": "ωB97M-V/def2-TZVPD", "relative_energy_kj_mol": 219.7, "molar_mass_g_mol": 101.1, "lumo_energy_ev": 0.9, "smiles": "C=C/C=C/CN.O", "charge": 0, "max_force_ha_per_bohr": 0.0225, "spin_multiplicity": 1, "e_homo_ev": -9.30, "species": ["C", "C", "C", "C", "C", "N", "H", "H", "H", "H", "H", "H", "H", "H", "H", "O", "H", "H"], "xyz": [[-2.515983, -0.009879, 0.615889], [-2.056199, -0.098296, -0.623744], [-0.642991, 0.176897, -0.927812], [0.038916, 1.222575, -0.466495], [1.534957, 1.188485, -0.352827], [1.875792, 0.706015, 0.999973], [-3.564812, -0.152969, 0.826250], [-1.828137, 0.146228, 1.432235], [-2.699948, -0.258759, -1.483159], [-0.054744, -0.523151, -1.523860], [-0.433011, 2.131262, -0.109193], [1.965179, 0.550028, -1.136750], [1.986094, 2.176541, -0.438702], [1.676078, -0.288091, 1.080245], [2.884934, 0.769977, 1.107055], [0.839832, -2.722650, 0.615117], [0.060325, -2.165295, 0.720832], [0.933711, -2.848912, -0.335051]], "forces_ev_per_a": [[-0.2, -0.3, -0.1], [0.3, 0.8, -0.8], [0.3, 0.0, 0.1], [0.4, 0.2, -0.1], [0.3, -0.2, -0.1], [0.3, -0.1, -0.1], [-0.1, 0.0, 0.1], [0.0, 0.1, 0.2], [-0.2, -0.3, 0.2], [-0.2, -0.3, 0.2], [-0.3, -0.3, 0.5], [-0.1, 0.1, -0.1], [-0.1, 0.1, -0.2], [-0.2, 0.1, -0.1], [-0.1, 0.1, 0.1], [0.1, 0.1, 0.0], [0.0, 0.0, -0.1], [-0.1, 0.0, 0.1]]}

(8)
{"formula": "C5H11NO", "method": "ωB97M-V/def2-TZVPD", "relative_energy_kj_mol": 49.1, "molar_mass_g_mol": 101.1, "lumo_energy_ev": 0.9, "smiles": "CC(C)N(C)C=O", "charge": 0, "max_force_ha_per_bohr": 0.0058, "spin_multiplicity": 1, "e_homo_ev": -9.28, "species": ["C", "C", "C", "N", "C", "C", "O", "H", "H", "H", "H", "H", "H", "H", "H", "H", "H", "H"], "xyz": [[1.411973, -0.493911, -0.972082], [0.479367, -0.519285, 0.234628], [1.116490, 0.178552, 1.441986], [-0.862117, 0.006151, -0.065670], [-1.125509, 0.970403, -1.113097], [-1.885824, -0.473359, 0.690565], [-1.766840, -1.284970, 1.589993], [1.729159, 0.525338, -1.224075], [2.314233, -1.064639, -0.727327], [0.960234, -0.950047, -1.858680], [0.300515, -1.560632, 0.518578], [0.371901, 0.360945, 2.221036], [1.894065, -0.464164, 1.870368], [1.583722, 1.131216, 1.163212], [-0.571743, 1.905064, -0.968035], [-0.888782, 0.572049, -2.106416], [-2.193563, 1.210018, -1.097810], [-2.867280, -0.048729, 0.402827]], "forces_ev_per_a": [[0.0, 0.0, -0.1], [0.1, -0.1, 0.0], [0.0, 0.0, 0.0], [-0.2, -0.1, 0.2], [0.0, 0.1, -0.1], [0.1, 0.0, 0.0], [-0.1, 0.2, -0.2], [-0.1, -0.1, 0.0], [-0.1, 0.1, 0.0], [0.0, 0.0, 0.1], [0.0, 0.1, 0.0], [0.1, -0.1, -0.1], [-0.1, 0.1, -0.1], [-0.1, -0.1, 0.0], [0.0, -0.2, 0.0], [0.0, 0.1, 0.2], [0.2, 0.0, 0.0], [0.1, -0.1, 0.0]]}

(9)
{"formula": "C5H11NO", "method": "ωB97M-V/def2-TZVPD", "relative_energy_kj_mol": 410.2, "molar_mass_g_mol": 101.1, "lumo_energy_ev": -0.1, "charge": 0, "max_force_ha_per_bohr": 0.1229, "spin_multiplicity": 1, "e_homo_ev": -8.54, "species": ["C", "C", "C", "N", "H", "H", "H", "H", "H", "H", "H", "C", "C", "O", "H", "H", "H", "H"], "xyz": [[2.066712, 0.093453, 0.362699], [-0.991963, 1.750442, -0.878596], [-0.157553, 0.538649, -0.523752], [0.791320, 0.768579, 0.502754], [0.193467, -0.027535, -1.390237], [2.819472, 0.874156, 0.200935], [2.145641, -0.609631, -0.473746], [2.320548, -0.440990, 1.279293], [-0.417014, 2.453166, -1.488798], [-1.888065, 1.441036, -1.422050], [-1.322220, 2.276822, 0.018095], [-0.696633, -1.903474, 0.266889], [-0.979671, -0.432342, 0.563549], [-2.084866, -0.049859, 0.967711], [0.132631, 0.051626, 1.422136], [-0.940125, -2.478947, 1.160875], [0.340722, -2.084800, -0.006841], [-1.332403, -2.220350, -0.560918]], "forces_ev_per_a": [[0.7, 0.1, 0.0], [0.2, 0.1, -0.2], [-2.8, -1.2, 1.0], [-0.7, -1.9, 3.7], [0.1, 0.1, 0.1], [0.1, -0.2, 0.0], [-0.3, 0.0, 0.0], [0.1, 0.1, -0.1], [-0.1, 0.0, 0.0], [0.1, 0.0, 0.0], [0.1, -0.2, 0.0], [0.7, 0.0, 1.4], [-2.8, 1.0, -5.6], [1.8, -0.4, 0.9], [2.8, 2.2, -1.3], [0.0, -0.3, -0.2], [0.0, 0.0, 0.0], [-0.1, 0.3, 0.1]]}

(10)
{"formula": "C5H11NO", "method": "ωB97M-V/def2-TZVPD", "relative_energy_kj_mol": 75.8, "molar_mass_g_mol": 101.1, "lumo_energy_ev": 0.9, "smiles": "CC(C)N=C=O.C", "charge": 0, "max_force_ha_per_bohr": 0.0159, "spin_multiplicity": 1, "e_homo_ev": -10.28, "species": ["C", "C", "C", "N", "C", "O", "H", "H", "H", "H", "H", "H", "H", "C", "H", "H", "H", "H"], "xyz": [[-1.631334, -1.468416, -0.183815], [-1.246875, -0.008051, -0.456297], [-2.088490, 0.991233, 0.344368], [0.179913, 0.182206, -0.175180], [0.606424, -0.009929, 0.943106], [1.030614, -0.195099, 2.017962], [-1.565973, -1.707741, 0.889258], [-0.945002, -2.135138, -0.713858], [-2.653630, -1.692220, -0.505129], [-1.290726, 0.223104, -1.520132], [-3.140784, 0.956544, 0.043880], [-2.044071, 0.780775, 1.423763], [-1.723861, 2.009353, 0.176861], [3.305722, 0.409444, -0.455496], [3.569852, 1.366026, -0.910343], [4.127048, -0.301644, -0.554165], [3.080848, 0.578323, 0.602008], [2.430330, 0.021227, -0.966785]], "forces_ev_per_a": [[0.0, 0.0, -0.1], [-0.3, -0.1, -0.1], [0.0, 0.0, -0.1], [0.3, 0.0, 0.8], [-0.1, -0.1, 0.6], [0.1, 0.1, -0.5], [0.0, 0.2, -0.2], [-0.1, 0.1, 0.0], [0.1, 0.1, 0.0], [-0.5, -0.1, 0.0], [0.1, -0.1, 0.0], [0.1, 0.0, -0.3], [0.0, -0.1, 0.0], [0.1, 0.1, 0.0], [0.1, -0.1, 0.0], [0.0, 0.1, 0.1], [0.1, -0.1, -0.2], [0.1, 0.0, 0.0]]}